Record 1
ORCA calculation (wB97M-V/def2-TZVPD) on an isolated molecule of C3H8O.

```
12
Properties=species:S:1:pos:R:3:forces:R:3
C 1.1677 1.2841 0.0881 0.038 0.032 0.019
C -0.1964 0.6220 0.1313 0.016 0.279 -0.089
O -0.0350 -0.7090 0.5787 0.071 -0.012 0.056
C -0.8306 -1.6353 -0.1095 -0.177 -0.261 -0.116
H 1.8151 0.7575 -0.6200 -0.073 0.094 0.089
H 1.0868 2.3321 -0.2189 0.002 -0.131 0.050
H 1.6384 1.2423 1.0749 -0.065 0.026 -0.125
H -0.6592 0.6410 -0.8674 0.092 -0.047 0.130
H -0.8717 1.1622 0.8130 0.070 -0.098 -0.096
H -1.9014 -1.3880 -0.0540 0.126 -0.021 0.026
H -0.5427 -1.6970 -1.1706 -0.063 0.012 0.128
H -0.6712 -2.6119 0.3544 -0.036 0.129 -0.072
```
Positions in Å, forces in eV/Å.

Summary:
Net charge   0
HOMO   -9.72 eV
Lowest unoccupied orbital energy   1.17 eV
Gap between HOMO and LUMO   10.9 eV

=====

Record 2
ORCA calculation (wB97M-V/def2-TZVPD) on a 2-piece molecular cluster, CH4N2O2 overall in a non-equilibrium geometry.

```
9
Properties=species:S:1:pos:R:3:forces:R:3
C -0.0262 -0.7205 -1.0784 0.088 -2.056 0.388
N 0.4726 -0.6518 0.2841 0.433 -2.036 1.320
O 1.2388 0.2279 0.6030 0.722 -0.317 -1.558
H 0.5196 -0.1387 -1.7599 0.889 0.874 -1.021
H -0.0501 -1.8496 -1.3898 -0.192 2.247 0.678
H -0.9976 -0.2998 -0.9208 -1.020 -0.123 -0.515
N -0.4335 1.4799 1.6433 -1.786 0.476 1.357
O -1.1506 0.5148 1.6477 1.934 1.384 -0.982
H 0.4271 1.4378 0.9709 -1.068 -0.448 0.333
```
Positions in Å, forces in eV/Å.

Summary:
Net charge   0
HOMO (spin up / spin down)   -9.14 / -9.14 eV
Lowest unoccupied orbital energy (spin up / spin down)   -0.49 / -0.50 eV
Gap between HOMO and LUMO (spin up / spin down)   8.6 / 8.6 eV

=====

Record 3
ORCA calculation (wB97M-V/def2-TZVPD) on a 2-piece molecular cluster, C4I4 overall in a non-equilibrium geometry.

```
8
Properties=species:S:1:pos:R:3:forces:R:3
I -1.8757 3.9442 0.2173 -0.124 -0.441 -0.152
C -1.9305 1.9596 -0.0656 1.182 -6.042 0.224
C -1.7431 0.6986 -0.0653 0.037 -0.490 -0.111
C -1.4721 -1.0489 -0.0735 -0.165 0.499 -0.090
C -1.2765 -2.3084 -0.0835 -0.646 6.119 0.291
I -0.6031 -4.1741 0.2077 -0.260 0.362 -0.162
I 5.4946 -0.3626 -0.0392 -0.164 0.133 -0.004
I 3.4063 1.2917 -0.0978 0.139 -0.139 0.004
```
Positions in Å, forces in eV/Å.

Summary:
Net charge   0
HOMO   -9.33 eV
Lowest unoccupied orbital energy   -1.68 eV
Gap between HOMO and LUMO   7.6 eV

=====

Record 4
ORCA calculation (wB97M-V/def2-TZVPD) on a 2-piece molecular cluster, C6H9N overall in a non-equilibrium geometry.

```
16
Properties=species:S:1:pos:R:3:forces:R:3
C 1.6757 1.2111 0.3227 -0.558 0.373 0.273
C 1.1889 0.6474 -0.9187 -0.291 0.175 -2.663
C 1.7166 -0.5444 -0.2251 -2.120 2.622 -0.785
C 0.8114 -1.6932 -0.0195 2.203 -0.984 3.698
C -1.6764 0.5238 0.8552 -3.119 1.861 -1.172
C -1.3906 1.0140 -0.5700 1.072 -2.258 -0.017
N 2.4976 0.2281 0.6374 1.606 -1.473 1.219
H 1.2900 1.0593 -1.9679 -0.281 -0.640 1.646
H -0.0517 -1.6342 -0.5701 -1.948 0.285 -1.292
H 0.5996 -1.9306 1.0784 0.104 0.736 -1.273
H 1.3619 -2.5645 -0.2859 0.450 -0.977 -0.606
H -1.5403 -0.4975 1.0295 -0.566 -1.913 -0.426
H -2.7424 0.9031 1.2591 1.785 -1.186 -1.258
H -1.1156 0.8737 1.6540 1.889 1.651 0.902
H -1.0965 2.0076 -0.7647 -0.024 1.072 0.069
H -1.5283 0.3963 -1.5144 -0.202 0.655 1.686
```
Positions in Å, forces in eV/Å.

Summary:
Net charge   0
HOMO (spin up / spin down)   -8.31 / -8.11 eV
Lowest unoccupied orbital energy (spin up / spin down)   0.14 / -0.09 eV
Gap between HOMO and LUMO (spin up / spin down)   8.5 / 8.0 eV

=====

Record 5
ORCA calculation (wB97M-V/def2-TZVPD) on an isolated molecule of C7H11N in a non-equilibrium geometry.

```
19
Properties=species:S:1:pos:R:3:forces:R:3
C -1.7156 2.3637 0.2606 -0.085 -0.381 -1.268
C -1.6137 1.0617 0.0274 0.004 -0.240 0.699
C -1.1863 0.1194 1.1204 -0.486 -0.691 -1.234
C 0.1315 -0.5111 0.6750 0.497 -0.658 0.491
C 1.2954 0.3930 0.2385 0.130 0.106 0.806
C 1.3980 -0.4482 -1.0240 0.771 0.961 -0.953
C 1.4359 -1.9202 -0.8163 0.403 -0.422 0.491
N 0.1884 -1.1691 -0.6891 -2.187 -0.909 -0.058
H -1.4972 2.7679 1.2300 -0.145 0.241 0.305
H -1.9508 3.0175 -0.5723 0.003 0.260 0.262
H -1.6849 0.5836 -0.9614 -0.258 0.519 0.399
H -1.1686 0.5923 2.1039 0.576 0.204 -0.128
H -1.9001 -0.7101 1.2618 0.036 0.188 -0.341
H 0.3722 -1.2640 1.4401 0.359 0.219 -0.139
H 2.0836 0.3752 0.9538 1.111 0.008 0.333
H 1.0314 1.4478 0.1053 -0.174 -0.372 -0.359
H 1.5501 0.0018 -2.0225 -0.135 -0.352 0.581
H 1.4448 -2.6187 -1.6783 0.011 0.832 0.494
H 1.9288 -2.3596 0.0731 -0.431 0.488 -0.380
```
Positions in Å, forces in eV/Å.

Summary:
Net charge   0
HOMO   -8.89 eV
Lowest unoccupied orbital energy   1.21 eV
Gap between HOMO and LUMO   10.1 eV

=====

Number 1: energy -194.31370 Ha. Number 2: energy -300.27467 Ha. Number 3: energy -1342.97390 Ha. Number 4: energy -288.46450 Ha. Number 5: energy -327.96882 Ha.